ORCA calculation (ωB97M-V/def2-TZVPD) on a structure of composition C29H24BrN3O4S6W.

Geometry as XYZ:
```
68
C29H24BrN3O4S6W (ωB97M-V/def2-TZVPD)
W 0.532 0.699 0.475
S 6.285 0.719 5.122
C 5.029 0.725 4.085
S 5.202 0.750 2.340
C 3.488 0.762 1.962
C 2.646 0.747 3.020
S 0.912 0.782 2.913
S 3.362 0.708 4.615
S 2.971 0.788 0.300
C -0.182 0.722 -4.826
N -1.225 0.706 -3.841
C -2.558 0.808 -4.079
C -3.187 0.828 -2.886
N -2.236 0.738 -1.872
C -1.020 0.665 -2.501
S 0.576 0.543 -1.940
C -2.579 0.750 -0.517
C -3.945 0.721 -0.199
C -4.394 0.753 1.099
C -3.429 0.838 2.107
C -2.112 0.857 1.750
N -1.627 0.790 0.478
H -0.634 0.744 -5.815
H 0.445 -0.164 -4.723
H 0.444 1.604 -4.684
H -2.967 0.857 -5.067
H -4.237 0.923 -2.726
H -4.684 0.660 -0.976
H -5.447 0.721 1.326
H -3.699 0.884 3.147
H -1.375 0.937 2.541
Br 2.021 6.834 3.241
C 1.180 6.463 1.575
C 0.822 7.514 0.744
C 0.215 7.243 -0.472
C -0.059 5.940 -0.839
C 0.286 4.895 0.013
C 0.931 5.152 1.221
C -0.038 3.499 -0.346
O -0.733 3.174 -1.309
O 0.451 2.582 0.435
H 1.017 8.529 1.049
H -0.046 8.059 -1.128
H -0.538 5.702 -1.776
H 1.216 4.329 1.863
C 1.570 -7.530 0.398
C 1.094 -6.113 0.327
C 1.403 -5.197 1.321
C 0.975 -3.879 1.261
C 1.373 -2.949 2.371
C 0.190 -3.473 0.166
C -0.154 -4.394 -0.840
C -0.984 -3.997 -2.021
C 0.312 -5.694 -0.742
C -0.207 -2.064 0.018
O -1.160 -1.646 -0.646
O 0.546 -1.165 0.593
H 2.374 -7.638 1.121
H 1.921 -7.863 -0.575
H 0.750 -8.181 0.697
H 2.009 -5.512 2.159
H 1.770 -3.514 3.213
H 0.531 -2.347 2.722
H 2.152 -2.262 2.028
H -0.629 -3.063 -2.452
H -2.015 -3.828 -1.710
H -0.967 -4.774 -2.783
H 0.070 -6.402 -1.521
```

Summary:
lowest unoccupied orbital energy = -1.08 eV
Kohn-Sham gap = 0.2020 Ha
multiplicity = 1
energy = -6615.101080 a.u.
E_HOMO = -6.58 eV